C4H6N2O | ωB97M-V/def2-TZVPD

Its charge is 0. The gap between HOMO and LUMO is 10.38 eV. As for the SMILES: CC(=O)[C@@H]1N=C1N. The largest force on an atom is 0.56 eV Å⁻¹. The LUMO energy comes out at 0.0285 Eh.

```
13
Properties=species:S:1:pos:R:3:forces:R:3:nbo_charge:R:1
C 1.792828 -1.248200 -0.494887 0.0 0.0 0.0 -0.72
C 0.494890 -0.681117 0.023121 -0.2 -0.3 0.1 0.56
O -0.418290 -1.415313 0.359365 0.4 0.2 0.0 -0.56
C 0.273263 0.799608 0.072588 0.1 -0.1 -0.3 -0.27
N -0.265435 1.440173 1.365148 -0.5 -0.1 -0.2 -0.34
C -1.078841 1.141314 0.456678 0.3 0.1 0.3 0.43
N -2.377995 1.092126 0.069769 0.1 0.1 0.0 -0.81
H 1.576380 -2.143654 -1.082877 0.1 0.1 0.1 0.24
H 2.373054 -0.536168 -1.088048 -0.1 -0.1 0.1 0.22
H 2.397127 -1.551335 0.367366 0.0 0.1 -0.1 0.25
H 0.919505 1.445092 -0.525914 -0.2 -0.2 0.0 0.20
H -2.644479 0.163127 -0.237865 0.1 0.2 -0.2 0.41
H -3.042007 1.494347 0.715554 0.1 -0.1 0.2 0.39
```
Positions in Å, forces in eV/Å.